1.
Molecular formula: C11H18
Method: DFT, ωB97M-V/def2-TZVPD

The geometry in XYZ format:
```
29
Properties=species:S:1:pos:R:3:forces:R:3
C 0.92642 0.36901 3.24927 -0.489 -1.223 -1.146
C -0.37853 0.35041 2.50107 -1.653 1.384 0.798
C -0.57779 -0.30364 1.31860 0.325 -0.244 -1.932
C -1.74488 -0.19650 0.53576 0.375 0.872 0.648
C -2.74697 0.66471 0.94308 0.360 0.252 0.264
C -2.59042 1.32698 2.17672 -0.932 -1.141 0.320
C -1.50855 1.07379 2.98668 1.103 -0.508 -0.251
H 1.00076 -0.68378 3.55817 0.839 0.421 0.384
H 0.97344 1.06662 4.07486 -0.125 -0.015 0.107
H 1.68051 0.60880 2.48898 0.228 -0.166 0.520
H 0.21946 -0.79488 0.75887 0.239 -0.184 0.674
H -1.72013 -0.65940 -0.43731 -0.339 -0.204 -0.073
H -3.62452 0.85854 0.34170 -0.013 -0.089 -0.043
H -3.44451 1.83225 2.61530 0.108 0.307 -0.224
H -1.49087 1.37009 4.02760 -0.006 0.533 -0.083
C 1.28313 0.16414 -4.07135 -0.771 2.122 2.074
C 1.33892 -0.71392 -2.79804 0.714 -0.068 -0.262
C 1.87654 -2.11433 -3.17196 -1.263 -0.382 0.212
C 2.23848 -0.11243 -1.71666 -0.393 0.699 0.425
H 0.29316 0.53344 -4.37674 -0.222 -1.559 -0.627
H 1.93560 -0.25747 -4.81786 -0.021 0.606 -0.534
H 1.49720 1.20080 -3.70352 1.297 -0.616 -0.584
H 0.34258 -0.75744 -2.36549 -0.167 -0.379 -0.010
H 2.29776 -2.15166 -4.17828 0.117 0.043 0.167
H 2.59380 -2.51799 -2.45435 -0.019 0.145 -0.065
H 1.00354 -2.78172 -3.16598 0.376 -0.224 -0.165
H 1.78516 0.78731 -1.26955 0.082 -0.074 -0.311
H 2.37885 -0.78475 -0.86590 0.078 -0.199 -0.208
H 3.21033 0.18161 -2.10671 0.171 -0.111 -0.074
```
Forces are in eV/Å.

orbital gap = 0.3633 Ha
HOMO level = -8.9 eV
electronic energy = -429.892730 a.u.
total charge = 0

2.
Molecular formula: C11H18
Method: DFT, ωB97M-V/def2-TZVPD

The geometry in XYZ format:
```
29
Properties=species:S:1:pos:R:3:forces:R:3
C 1.34459 0.53578 0.92484 1.646 2.381 2.314
C 1.48482 -0.81930 0.79826 2.891 -1.755 2.171
C 2.60007 -1.35169 0.14863 -0.553 0.458 -0.498
C 3.43521 -0.47906 -0.57078 1.417 -1.286 0.158
C 3.22002 0.88272 -0.49356 1.198 0.052 -0.724
C 2.19805 1.41979 0.24616 0.307 0.057 0.719
C -1.73155 -0.00276 -0.10184 1.257 0.571 0.914
C -2.32140 1.41888 -0.35443 -0.976 -0.152 -0.183
C -0.31538 -0.10658 -0.70762 -0.289 -1.538 0.685
C -2.45601 -1.02855 -0.88651 -3.646 1.233 -2.008
C -1.70400 -0.26957 1.47381 0.366 0.837 0.560
H 0.53616 0.97736 1.52497 0.539 -0.451 -0.232
H 0.81486 -1.48044 1.33691 0.265 0.060 -0.144
H 2.72200 -2.43218 0.14268 0.187 0.210 -0.096
H 4.40260 -0.83536 -1.06666 -1.713 0.334 0.624
H 3.97787 1.49760 -0.98682 -0.526 0.146 0.088
H 2.08143 2.50351 0.22505 -0.241 -0.323 0.403
H -2.00623 2.15180 0.62538 -0.995 -1.573 -3.447
H -1.83653 1.56654 -1.40022 -1.044 1.154 1.833
H -3.54973 1.34183 -0.54906 3.290 0.511 0.889
H -0.03399 -1.25267 -0.58150 -0.314 2.476 -0.485
H -0.34982 0.08890 -1.74154 -0.345 0.285 -1.553
H 0.51951 0.50758 -0.24995 -3.369 -0.893 -2.843
H -2.14688 -1.98201 -0.71605 1.021 -2.833 1.235
H -2.29608 -1.06100 -2.08293 -0.835 1.056 2.592
H -3.55291 -0.95306 -0.50724 1.352 -0.434 -1.401
H -2.71725 -0.72122 1.88988 1.883 1.488 -0.808
H -0.88169 -1.06211 1.83086 -1.844 2.070 -0.808
H -1.43773 0.94527 1.82929 -0.931 -4.140 0.043
```
Forces are in eV/Å.

orbital gap = 0.3266 Ha
HOMO level = -8.1 eV
electronic energy = -429.723555 a.u.
total charge = 0

3.
Molecular formula: C11H18BBeCaCl3FN4O6
Method: DFT, ωB97M-V/def2-TZVPD

The geometry in XYZ format:
```
46
Properties=species:S:1:pos:R:3:forces:R:3
C -1.46060 0.44920 0.80492 -0.468 0.131 0.074
O -1.18209 -0.88735 1.16657 0.183 0.164 -0.180
C -0.40957 -1.06114 2.31038 -0.166 -1.054 0.158
C 0.99423 -1.62042 2.01021 0.747 0.253 0.403
B 2.16138 -0.94523 2.93208 0.428 0.394 0.328
N 1.93401 -0.11989 4.11122 -0.725 0.044 -0.297
O 3.38885 -1.22723 2.53239 0.821 -1.644 -0.903
C 1.19428 -1.75355 0.52651 -0.379 0.491 -2.409
N 0.51243 -2.99198 0.13239 -0.544 0.066 -0.767
C 0.31471 -3.63364 1.28492 0.642 -0.065 0.380
N -0.52526 -4.61482 1.49008 -0.193 -0.030 -0.168
N 1.13048 -3.09537 2.32376 -1.719 0.813 -0.404
H -0.87735 1.18018 1.35209 0.329 0.034 0.266
H -1.28226 0.61523 -0.24443 0.109 -0.198 -0.448
H -2.50525 0.64223 1.00465 -0.379 0.160 0.016
H -0.91589 -1.80713 2.91872 -0.080 -0.165 0.365
H -0.33305 -0.18295 2.93129 0.002 0.486 -0.031
H 1.36299 -0.58562 4.80803 0.080 -0.085 0.274
H 1.41347 0.71573 3.86411 0.003 0.257 0.170
H 3.82508 -2.08967 3.03163 -0.178 1.483 -0.005
H 2.17552 -1.89094 0.06725 1.044 0.127 4.256
H 0.86435 -0.88698 -0.09293 -1.170 0.141 0.090
H -0.33273 -2.82542 -0.49825 -1.043 -0.397 -0.442
H -0.60667 -5.43989 0.91147 -0.477 0.351 -0.650
H -1.12511 -4.56804 2.29610 0.452 -0.428 0.654
H 2.05761 -3.29800 1.93162 0.408 -0.519 0.987
Cl 0.78243 -6.11386 2.95726 0.308 -0.487 0.251
Be 1.90132 -1.94353 -1.28425 2.041 0.807 1.698
C -2.04810 5.03645 -3.12159 0.579 -0.178 -0.327
C -1.43980 4.47819 -2.02000 -0.216 0.306 -0.577
C -0.81045 3.15721 -2.08389 0.449 -0.974 -0.064
O -0.25273 2.68619 -1.07389 -0.112 0.450 0.052
C -0.87722 2.44358 -3.33302 0.172 0.171 -0.197
C -1.50175 3.00243 -4.43601 -2.350 -1.152 1.211
C -2.10034 4.33215 -4.38026 -1.314 -0.357 0.309
O -2.60505 4.80593 -5.43040 0.874 -0.132 -0.227
O -1.55010 2.35477 -5.62564 0.682 0.605 -0.326
O -1.38947 5.08530 -0.85706 0.102 0.051 0.306
H -2.51850 6.01043 -3.09378 0.025 0.019 0.126
H -0.42264 1.46015 -3.36239 -0.183 -0.079 -0.064
H -2.03575 2.95395 -6.23303 -0.271 -0.108 0.078
H -0.91188 4.47805 -0.25492 -0.027 0.021 0.055
Cl 4.10068 -2.55235 4.66289 0.177 -0.601 0.323
F 3.36628 -1.41064 -0.62037 -1.265 -0.773 -3.851
Ca 0.30318 4.21861 -4.67262 1.625 1.351 -0.387
Cl -1.76369 -2.56030 -1.64381 0.979 0.248 -0.104
```
Forces are in eV/Å.

orbital gap = 0.0507 Ha
HOMO level = -9.6 eV
electronic energy = -3297.486962 a.u.
total charge = +1

4.
Molecular formula: C11H18BMnN2O2S4Sb
Method: DFT, ωB97M-V/def2-TZVPD

The geometry in XYZ format:
```
40
Properties=species:S:1:pos:R:3:forces:R:3
Mn 0.43270 -2.14483 0.78822 0.585 -0.172 0.545
S 4.95373 -0.42712 1.92179 -0.089 0.205 -0.125
Sb 3.51229 -2.10841 2.08431 0.088 -0.314 0.160
S 2.26983 -2.82053 -0.00335 0.251 0.031 -0.508
S 1.13754 -1.66056 2.73358 -0.053 0.371 0.396
S 4.07438 -3.98959 3.10784 -0.037 -0.266 0.097
N -5.52307 -2.21824 -0.25201 0.065 0.038 0.100
C -4.22107 -2.13968 0.10507 -0.075 0.071 0.081
C -3.20990 -2.60935 -0.74867 -0.294 -0.028 -0.065
C -1.91536 -2.47926 -0.34483 -0.341 0.254 0.441
N -1.55279 -1.92895 0.83010 -0.288 -0.269 -0.470
C -2.51301 -1.47567 1.64501 0.463 -0.009 0.141
C -3.83692 -1.56018 1.32995 -0.470 0.023 -0.065
H -5.79393 -2.76052 -1.04724 -0.046 -0.084 -0.166
H -6.23893 -1.99795 0.41249 -0.093 0.035 0.082
H -3.44336 -3.06756 -1.70268 -0.004 0.060 0.083
H -1.12536 -2.83279 -0.98860 0.330 -0.115 -0.233
H -2.17486 -1.04574 2.58165 -0.014 -0.026 -0.070
H -4.58256 -1.18335 2.02754 0.138 -0.086 -0.185
C -0.20191 2.53640 0.17955 -0.213 0.054 0.274
C 0.61518 1.69196 -0.78027 0.119 -0.018 0.190
C 0.35176 2.11008 -2.20233 -0.038 0.174 -0.343
O 0.16012 0.31100 -0.60516 0.208 -0.155 0.127
B 1.08291 -0.30368 0.22014 0.181 0.794 -0.475
O 2.18546 0.44912 0.46454 -0.488 -0.211 0.179
C 2.13096 1.61854 -0.39246 -0.171 -0.208 -0.009
C 3.04254 1.32315 -1.56524 0.118 0.037 -0.324
C 2.63768 2.80235 0.39568 0.052 0.287 0.097
H -1.26516 2.37632 -0.03296 0.163 0.061 0.032
H 0.02164 3.60404 0.06767 -0.036 -0.218 0.028
H -0.01266 2.24256 1.21985 -0.047 0.076 -0.202
H -0.72670 2.15100 -2.38116 0.114 -0.001 0.003
H 0.79552 1.40890 -2.91027 -0.040 0.081 0.037
H 0.76833 3.11073 -2.38748 -0.108 -0.237 0.032
H 2.74659 0.39582 -2.06518 0.016 0.105 0.016
H 4.05715 1.19174 -1.18648 -0.046 -0.028 -0.040
H 3.03482 2.14159 -2.29725 0.053 -0.175 0.176
H 2.11227 2.90519 1.34757 0.057 0.009 -0.142
H 2.51759 3.72820 -0.18423 0.061 -0.175 0.128
H 3.69658 2.65526 0.61530 -0.069 0.026 -0.021
```
Forces are in eV/Å.

orbital gap (spin up / spin down) = 0.2197 / 0.2506 Ha
HOMO level (spin up / spin down) = -7.5 / -7.5 eV
2S+1 = 4
electronic energy = -3698.908232 a.u.
total charge = 0

5.
Molecular formula: C11H18BrNO
Method: DFT, ωB97M-V/def2-TZVPD

The geometry in XYZ format:
```
32
Properties=species:S:1:pos:R:3:forces:R:3
C -2.29315 1.59945 1.69285 0.580 2.802 -1.405
C -2.14859 2.05111 0.42525 0.152 -1.357 2.536
Br -2.21353 3.99251 0.13175 0.309 -1.459 -0.199
C -1.98786 1.02135 -0.68854 1.017 1.314 0.120
N -0.59123 0.52751 -0.93047 0.536 0.294 -0.925
C 0.28776 0.93017 -1.95931 2.308 1.818 -0.265
C 0.06046 2.16704 -2.85911 -0.788 -1.489 1.856
O 1.45621 0.53477 -2.16564 -2.298 -1.198 1.536
C -0.04554 -0.45068 0.03637 0.221 -2.305 -1.403
C 1.11290 0.10058 0.86843 1.085 1.281 -0.005
C 1.71560 -0.91898 1.87323 0.038 1.008 0.655
C 1.95205 -2.23338 1.19800 -1.926 -0.712 2.404
C 0.69837 -2.79228 0.55740 0.707 -0.279 -0.585
C 0.17967 -1.95970 -0.57555 -1.674 1.708 0.753
H -2.24020 2.38124 2.46620 -0.449 -0.966 0.087
H -2.34936 0.54881 1.85300 0.023 -0.511 0.442
H -2.66150 0.19333 -0.53084 0.043 -0.394 0.366
H -2.45640 1.61914 -1.42298 0.234 -0.174 -2.272
H 0.27553 1.83234 -3.81551 -0.444 -0.785 -2.129
H 0.82051 2.89531 -2.76435 0.896 0.664 1.097
H -0.87290 2.60037 -2.69910 -1.683 0.933 -0.355
H -0.80144 -0.67669 0.78323 -0.511 0.323 -0.027
H 1.87255 0.80823 0.35705 -1.087 -1.808 0.284
H 0.56885 0.77701 1.48569 -0.222 1.054 0.682
H 2.65847 -0.50643 2.35477 -1.090 -0.423 -0.661
H 0.97890 -1.03341 2.69696 0.330 -0.031 -0.295
H 2.75215 -2.08175 0.61007 2.571 0.265 -3.007
H 2.29963 -3.00375 1.87274 0.091 -0.081 0.702
H -0.09355 -2.75668 1.31195 0.124 -0.921 0.199
H 0.99416 -3.78824 0.15536 -0.877 0.287 0.616
H -0.79343 -2.41011 -0.94716 0.887 0.832 0.368
H 0.86492 -1.96819 -1.37173 0.897 0.310 -1.171
```
Forces are in eV/Å.

orbital gap = 0.3605 Ha
HOMO level = -9.3 eV
electronic energy = -3133.867784 a.u.
total charge = 0

6.
Molecular formula: C11H18N2
Method: DFT, ωB97M-V/def2-TZVPD

The geometry in XYZ format:
```
31
Properties=species:S:1:pos:R:3:forces:R:3
C -3.13540 -0.36360 1.01181 -2.462 -2.467 -1.034
C -2.18961 0.08826 -0.06170 0.819 0.076 -0.691
C -2.98058 0.57648 -1.32726 -0.574 -1.416 2.281
C -1.27675 1.23987 0.42990 -2.244 -0.113 0.220
C -0.11449 1.63772 -0.03136 0.004 -0.174 -0.306
C 0.77295 2.66510 0.49290 0.363 -0.153 0.018
C 1.99210 2.42068 -0.01387 -1.135 -0.769 0.385
N 1.97886 1.31313 -0.90031 0.818 1.103 -1.355
C 1.55478 0.12037 -0.24999 1.554 0.643 1.700
C 2.16292 -1.17442 -0.56901 -1.768 -2.859 0.967
C 3.08337 -1.50191 0.62936 3.519 0.461 -1.150
C 0.95736 -2.15445 -0.51419 0.371 -2.078 0.495
N 0.59979 0.86131 -0.97629 -0.622 -0.418 -0.913
H -3.94406 -1.06472 0.54368 1.204 1.169 0.257
H -3.76837 0.39275 1.45252 0.299 0.570 0.336
H -2.77616 -1.07291 1.74109 0.745 0.375 0.636
H -1.61274 -0.80234 -0.45321 -0.191 0.999 0.766
H -3.48080 -0.29844 -1.76996 0.123 0.277 0.026
H -2.16153 0.86748 -1.92744 0.041 1.274 -1.323
H -3.77847 1.25132 -0.94499 0.843 0.242 -0.952
H -1.72209 1.94201 1.13829 -0.145 -0.373 0.076
H 0.41606 3.24955 1.32673 0.474 0.472 -0.160
H 2.98981 2.66272 0.22446 0.683 1.124 0.435
H 1.50050 0.33137 0.83444 -0.232 -0.734 -0.313
H 2.66041 -1.23837 -1.53564 0.082 0.272 0.146
H 3.70609 -0.57308 0.63351 0.122 -0.633 0.440
H 3.90104 -2.35699 0.54663 -2.120 1.469 -0.215
H 2.66205 -1.52758 1.62195 -0.748 -0.274 0.027
H 1.27342 -3.22407 -0.43155 0.375 0.679 -0.270
H 0.29722 -2.18823 -1.38709 -0.106 0.687 0.326
H 0.43229 -2.07903 0.46660 -0.096 0.570 -0.853
```
Forces are in eV/Å.

orbital gap = 0.3177 Ha
HOMO level = -7.7 eV
electronic energy = -539.292206 a.u.
total charge = 0